This record from OMol25 describes a cluster of 10 separate species, C27H73NO10 in total in a non-equilibrium geometry. The level of theory is the ωB97M-V functional and the def2-TZVPD basis.

Each line ends with the Löwdin charge.
Atoms and positions in Å:
1 C -6.9068 -0.5578 -0.3589  -0.03
2 C -5.4798 -0.3614 -1.0118  -0.46
3 C -5.3038 1.1875 -1.2652  -0.02
4 C -4.3945 -0.8193 -0.0447  -0.14
5 C -3.0522 -1.1643 -0.6742  -0.17
6 C -3.2679 -2.1516 -1.8208  -0.14
7 C -4.2281 -1.6539 -2.9126  -0.49
8 C -3.5838 -0.4796 -3.7831  0.00
9 C -4.4632 -2.8635 -3.7394  -0.05
10 N -5.4629 -1.1706 -2.2534  -0.15
11 O -6.4769 -0.8751 -3.1063  -0.01
12 H -7.6803 -0.2007 -1.0389  0.07
13 H -7.1088 -1.6124 -0.1711  0.08
14 H -7.0241 -0.0591 0.6032  0.08
15 H -4.3300 1.3253 -1.7352  0.06
16 H -6.1676 1.5070 -1.8483  0.08
17 H -5.4034 1.7339 -0.3273  0.07
18 H -4.1176 0.0387 0.5678  0.11
19 H -4.8118 -1.5302 0.6684  0.12
20 H -2.5496 -0.2227 -0.8954  0.09
21 H -2.4707 -1.6988 0.0769  0.10
22 H -3.7211 -3.0471 -1.3956  0.12
23 H -2.3248 -2.3723 -2.3207  0.12
24 H -2.5675 -0.8198 -3.9818  0.07
25 H -3.4153 0.4749 -3.2846  0.04
26 H -4.0498 -0.2834 -4.7488  0.08
27 H -4.6210 -3.8215 -3.2440  0.09
28 H -3.5738 -3.0450 -4.3428  0.09
29 H -5.2917 -2.6693 -4.4205  0.08
30 H -7.1517 -1.4970 -2.8243  0.10
31 C -0.1031 -4.3713 -0.0472  -0.07
32 C 0.8816 -4.5368 1.1270  -0.38
33 O 1.7812 -3.5333 1.2061  -0.06
34 H -0.8309 -5.1756 -0.1536  0.08
35 H 0.5892 -4.2530 -0.8808  0.07
36 H -0.6481 -3.4448 0.1334  0.05
37 H 1.3520 -5.5017 0.9381  0.11
38 H 0.3177 -4.7081 2.0439  0.12
39 H 1.5042 -2.9155 1.8866  0.05
40 C 3.3708 -0.0695 -4.1833  -0.07
41 C 3.4498 -1.2846 -3.2840  -0.34
42 O 2.2419 -1.9685 -3.1834  -0.08
43 H 3.0393 0.8404 -3.6831  0.06
44 H 2.6092 -0.0907 -4.9628  0.07
45 H 4.3624 0.1104 -4.5986  0.08
46 H 3.5189 -0.9188 -2.2596  0.08
47 H 4.2312 -2.0348 -3.4054  0.11
48 H 2.3641 -2.5840 -2.4569  0.07
49 C 3.3058 -3.2067 4.3514  -0.07
50 C 2.9888 -1.7319 4.4381  -0.38
51 O 1.8568 -1.3971 3.7902  -0.06
52 H 2.6045 -3.9328 4.7624  0.08
53 H 4.3176 -3.3673 4.7236  0.08
54 H 3.2132 -3.2899 3.2685  0.04
55 H 3.7938 -1.1404 4.0021  0.11
56 H 2.8357 -1.5368 5.4995  0.12
57 H 1.4254 -0.6128 4.1372  0.05
58 C -0.3321 1.5165 -3.3615  -0.06
59 C -0.2268 3.0137 -3.5320  -0.32
60 O -0.0722 3.5575 -2.2599  -0.09
61 H -0.2241 0.9975 -4.3139  0.08
62 H -1.3476 1.3559 -2.9994  0.05
63 H 0.3710 1.0411 -2.6775  0.08
64 H -1.1181 3.4605 -3.9725  0.12
65 H 0.6615 3.2682 -4.1100  0.11
66 H 0.1522 4.4887 -2.3241  0.10
67 C 1.8122 0.7330 0.2893  -0.06
68 C 0.6062 -0.2450 0.5466  -0.21
69 O -0.2863 0.5017 1.4207  -0.11
70 H 2.5049 0.7331 1.1309  0.06
71 H 1.5465 1.7687 0.0775  0.07
72 H 2.3989 0.3421 -0.5420  0.05
73 H 0.9706 -1.0634 1.1676  0.08
74 H 0.1451 -0.5521 -0.3921  0.11
75 H -0.9092 0.9475 0.8420  0.04
76 C 5.2205 3.8801 1.8148  -0.10
77 C 3.7515 3.6730 2.1601  -0.29
78 O 3.2217 4.9587 2.5753  -0.09
79 H 5.3380 4.6931 1.0984  0.07
80 H 5.6248 3.1064 1.1620  0.07
81 H 5.8306 4.1117 2.6878  0.08
82 H 3.6816 2.9621 2.9834  0.09
83 H 3.2051 3.2526 1.3158  0.10
84 H 3.8389 5.3664 3.1872  0.07
85 C 5.6761 -2.6081 1.3107  -0.06
86 C 5.5308 -1.5782 0.1400  -0.32
87 O 5.8680 -2.2762 -1.0165  -0.08
88 H 6.6872 -3.0118 1.3648  0.08
89 H 4.8981 -3.3537 1.1464  0.06
90 H 5.3648 -2.2578 2.2948  0.05
91 H 6.2380 -0.7489 0.1571  0.11
92 H 4.5648 -1.0733 0.1509  0.09
93 H 5.1125 -2.8620 -1.1035  0.07
94 C 0.6475 3.0151 5.4274  -0.08
95 C 0.7618 2.1936 4.1409  -0.27
96 O 0.1422 0.8781 4.1943  -0.11
97 H 0.8462 2.4465 6.3359  0.07
98 H -0.3932 3.2934 5.5931  0.07
99 H 1.2234 3.9405 5.4356  0.07
100 H 1.7992 1.9188 3.9501  0.09
101 H 0.3107 2.7446 3.3156  0.11
102 H -0.1089 0.6473 3.2970  0.03
103 C -2.0888 4.3496 0.5826  -0.08
104 C -2.7862 3.1096 0.2712  -0.34
105 O -2.0303 2.1285 -0.4118  -0.08
106 H -1.4422 4.2616 1.4557  0.08
107 H -2.7921 5.1570 0.7863  0.09
108 H -1.4620 4.6292 -0.2643  0.07
109 H -3.7306 3.3434 -0.2202  0.10
110 H -3.0605 2.7086 1.2469  0.12
111 H -1.5145 2.5002 -1.1311  0.05

Multiplicity: 1
Orbital gap: 8.1326 eV

This record from OMol25 describes a cluster of 2 separate species, C7H13FN3 in total in a non-equilibrium geometry. The level of theory is the ωB97M-V functional and the def2-TZVPD basis.

Each line ends with the natural charge from an NBO analysis.
Atoms and positions in Å:
1 C -1.7537 -1.4097 0.6549  -0.04
2 C -2.1344 -0.0979 0.7136  -0.02
3 C -1.5192 -0.3563 -1.3093  0.23
4 C 3.1024 0.7461 0.6877  -0.69
5 C -2.2060 1.9019 -0.7278  -0.41
6 C 1.6088 -0.8882 -0.3274  0.13
7 C 1.7055 0.2249 0.8018  0.14
8 N -1.3909 -1.5492 -0.6889  -0.46
9 N -1.9586 0.5224 -0.4170  -0.28
10 N 1.3699 -2.1408 -0.2014  -0.63
11 F 0.7406 1.1032 0.5174  -0.35
12 H -1.6163 -2.1387 1.3094  0.24
13 H -2.2635 0.5470 1.6056  0.25
14 H 3.8684 -0.0624 0.5598  0.25
15 H 3.5525 1.3201 1.5660  0.25
16 H 3.2637 1.4673 -0.0885  0.24
17 H -1.3751 2.1203 -1.4912  0.25
18 H -3.2452 1.9485 -1.0881  0.24
19 H -2.3133 2.4318 0.2269  0.25
20 H 1.5118 -0.3301 1.6948  0.16
21 H 1.6735 -0.3817 -1.3494  0.17
22 H -0.9024 -2.3949 -1.1331  0.49
23 H 1.3428 -2.3760 0.7842  0.34
24 H -1.0611 -0.2080 -2.2998  0.26

Multiplicity: 1
Total charge: +1
Orbital gap: 10.3691 eV

This record from OMol25 describes a structure of composition C22H21Cl2CrN2OS4. The level of theory is the ωB97M-V functional and the def2-TZVPD basis.

Each line ends with the Löwdin spin population.
Atoms and positions in Å:
1 Cr -0.2247 -0.2333 0.7976  3.44
2 Cl 0.9727 2.8091 0.0292  0.02
3 C -0.4266 3.8291 0.1076  0.00
4 C -0.2195 5.1909 -0.0443  0.00
5 C -1.2887 6.0718 -0.0376  0.01
6 C -2.5669 5.5577 0.1226  0.00
7 C -2.7516 4.1952 0.2795  0.00
8 Cl -4.4089 3.6645 0.4843  0.00
9 C -1.6984 3.2479 0.2843  0.00
10 S -2.0238 1.5611 0.4685  0.02
11 H 0.7940 5.5457 -0.1787  0.00
12 H -1.1312 7.1349 -0.1682  0.00
13 H -3.4339 6.2052 0.1293  0.00
14 C 3.9658 -2.1714 -0.4645  0.00
15 C 2.6260 -1.7967 0.1379  0.01
16 S 1.9997 -0.2221 -0.3475  0.05
17 C 1.9924 -2.6621 0.9478  0.01
18 C 2.5679 -4.0378 1.2263  0.00
19 S 0.4529 -2.3583 1.7511  0.03
20 H 4.4669 -1.2782 -0.8381  0.00
21 H 3.8516 -2.8632 -1.3091  0.00
22 H 4.6248 -2.6556 0.2620  0.00
23 H 3.6026 -3.9916 1.5825  0.00
24 H 2.5634 -4.6625 0.3249  0.00
25 H 1.9750 -4.5493 1.9847  0.00
26 S 0.4502 1.1009 3.9171  0.19
27 C 0.1467 0.5135 2.5379  0.18
28 C -1.8207 -5.3885 0.0291  0.03
29 N -1.9384 -4.5520 -1.1779  0.06
30 N -2.2787 -3.2309 -0.7733  0.03
31 C -1.1965 -2.3433 -1.0707  0.20
32 O -1.1881 -1.1119 -0.7118  0.14
33 C -0.2528 -3.0876 -1.7510  0.05
34 C -0.6745 -4.4043 -1.8526  0.31
35 C -0.0262 -5.6015 -2.4307  0.07
36 C -3.5824 -2.9546 -0.4456  0.02
37 C -3.9482 -1.7262 0.1397  0.02
38 C -5.2580 -1.4958 0.5113  0.00
39 C -6.2508 -2.4591 0.3313  0.03
40 C -5.8981 -3.6568 -0.2740  0.00
41 C -4.5906 -3.9074 -0.6699  0.03
42 H -2.7624 -5.3693 0.5786  0.00
43 H -1.0139 -5.0281 0.6782  0.00
44 H -1.6216 -6.4150 -0.2852  0.00
45 H 0.6729 -2.6619 -2.1066  0.00
46 H 0.7355 -5.2973 -3.1524  0.00
47 H -0.7560 -6.2366 -2.9526  0.01
48 H 0.4758 -6.2437 -1.6884  0.02
49 H -3.2004 -0.9634 0.2748  0.00
50 H -5.5018 -0.5348 0.9502  0.00
51 H -7.2688 -2.2760 0.6528  0.00
52 H -6.6540 -4.4145 -0.4551  0.00
53 H -4.3288 -4.8301 -1.1701  0.00

<S²>: 8.82
Multiplicity: 6
Total charge: -2
Orbital gap (alpha / beta): 3.4917 / 5.0820 eV

This record from OMol25 describes the molecule C2H5Cl3Si in a non-equilibrium geometry. The level of theory is the ωB97M-V functional and the def2-TZVPD basis.

Each line ends with the natural charge from an NBO analysis.
Atoms and positions in Å:
1 C 1.4577 -0.5260 0.1403  -1.16
2 Si -0.3187 -0.5340 -0.4491  1.51
3 Cl -0.4305 -0.7972 -2.4216  -0.34
4 Cl -1.3885 -2.0570 0.5886  -0.39
5 C -1.1736 1.1070 0.0906  -0.86
6 Cl -0.4016 1.9065 1.4582  -0.03
7 H 1.7696 -1.5314 0.3386  0.25
8 H 1.5417 -0.0412 1.1460  0.27
9 H 2.2590 -0.1122 -0.4407  0.26
10 H -1.1864 1.8000 -0.8415  0.25
11 H -2.1288 0.7855 0.3905  0.24

Multiplicity: 1
Orbital gap: 10.9147 eV

multiplicity of number 1 (C27H73NO10)?
1

What is the formula in the third record?
C22H21Cl2CrN2OS4